(1)
{"formula": "C14H29O8P", "method": "the ωB97M-V functional and the def2-TZVPD basis", "symbols": ["C", "O", "C", "C", "C", "C", "O", "C", "O", "P", "O", "H", "H", "H", "H", "H", "H", "H", "H", "H", "H", "H", "H", "H", "C", "C", "O", "C", "C", "O", "H", "H", "H", "H", "H", "H", "H", "H", "C", "C", "O", "C", "C", "O", "H", "H", "H", "H", "H", "H", "H", "H"], "xyz": [[0.46101, 1.86879, 0.55275], [0.56277, 0.72783, 1.46716], [1.39327, -0.22335, 0.75928], [1.60605, -1.60799, 1.53385], [2.11025, -2.82613, 0.62075], [3.02039, -2.40968, -0.63204], [3.04898, -3.59148, -1.52688], [2.42073, -3.15087, -2.75225], [3.08184, -2.64899, -3.69907], [4.82296, -1.98485, -0.19170], [5.76501, -2.38718, -1.36669], [-0.52327, 1.84570, -0.05662], [0.43511, 2.86317, 1.13353], [1.35492, 1.92014, -0.16389], [2.44695, 0.19759, 0.52004], [0.87708, -0.45173, -0.24093], [0.55575, -1.91832, 1.93837], [2.25350, -1.41925, 2.45867], [1.25193, -3.51477, 0.28182], [2.77439, -3.48923, 1.30055], [2.61004, -1.55444, -1.26813], [1.28301, -3.18386, -2.91045], [5.28111, -2.68760, 0.97726], [4.92577, -0.55975, 0.07410], [-2.77555, 1.94775, -4.36302], [-1.42087, 2.56196, -4.65263], [-0.51093, 2.34016, -3.56436], [0.20896, 1.21766, -3.39130], [-0.11062, 0.00622, -4.22118], [1.05658, 1.16812, -2.52782], [-2.71141, 0.86454, -4.24086], [-3.47721, 2.16318, -5.17237], [-3.18209, 2.34627, -3.42998], [-0.99257, 2.21258, -5.59607], [-1.52829, 3.64476, -4.74500], [-0.76878, -0.65289, -3.65156], [0.82224, -0.51672, -4.44311], [-0.56887, 0.23529, -5.18097], [-3.79460, 2.00779, 3.80995], [-3.96059, 0.56673, 4.24833], [-3.01820, -0.28621, 3.58207], [-1.74723, -0.47436, 3.98161], [-1.16845, 0.42899, 5.03311], [-1.06236, -1.31644, 3.44758], [-2.80605, 2.39665, 4.06261], [-4.54721, 2.64351, 4.28271], [-3.89701, 2.08926, 2.72484], [-3.89635, 0.44609, 5.33329], [-4.95190, 0.21309, 3.95686], [-0.60994, 1.23056, 4.54587], [-0.49104, -0.15678, 5.65725], [-1.90921, 0.85848, 5.70468]], "total_energy_ev": -40653.64051, "homo_lumo_gap_ev": 10.0, "largest_force_ev_per_a": 5.332, "e_above_lowest_ev": 1.509, "homo_energy_ev": -9.51}

(2)
{"formula": "C26H42Cl3N4NiO4Si", "method": "the ωB97M-V functional and the def2-TZVPD basis", "symbols": ["C", "C", "H", "H", "H", "C", "C", "H", "H", "H", "H", "Ni", "Cl", "Cl", "C", "O", "N", "C", "C", "H", "H", "H", "H", "H", "H", "H", "H", "H", "C", "C", "N", "H", "C", "O", "H", "H", "H", "H", "O", "C", "C", "C", "H", "C", "H", "C", "H", "C", "C", "H", "H", "H", "Si", "Cl", "C", "C", "C", "H", "H", "H", "H", "H", "H", "H", "H", "H", "N", "C", "O", "C", "C", "C", "N", "C", "C", "H", "H", "H", "H", "H", "H"], "xyz": [[-0.96201, 0.16723, -3.87924], [0.50272, 0.17119, -3.60495], [-1.22927, 0.84284, -4.69791], [-1.51691, 0.45613, -2.96896], [-1.29345, -0.84711, -4.15870], [1.43568, 0.85460, -4.30783], [1.13395, 1.67536, -5.51331], [2.49174, 0.73392, -4.06337], [0.06468, 1.88957, -5.63517], [1.49719, 1.20358, -6.44006], [1.65350, 2.63763, -5.42904], [-0.98728, -0.84511, 0.00134], [0.01650, -2.79273, -0.27789], [-2.50138, 0.71100, -0.34364], [2.85279, -1.44147, 1.36728], [2.38442, -0.46891, 1.95028], [4.15492, -1.82890, 1.43228], [5.08604, -1.11449, 2.28589], [4.66668, -3.03828, 0.80730], [2.23392, -2.10545, 0.71875], [4.56072, -0.29256, 2.77485], [5.91962, -0.72567, 1.68622], [5.50615, -1.80117, 3.03288], [3.88481, -3.49698, 0.19300], [4.99847, -3.75354, 1.57554], [5.52778, -2.79900, 0.16836], [-0.36652, 2.74581, -2.08684], [2.21016, 2.58305, -2.27039], [-0.28214, 3.16628, -1.07876], [2.14309, 3.24507, -1.39079], [1.02192, 2.86718, -0.54734], [-1.05256, 2.72507, -0.44603], [1.17495, 2.40155, 0.72828], [0.26134, 2.24568, 1.53184], [3.08676, 3.18311, -0.83212], [2.23918, 2.18952, 0.97858], [-0.41754, 4.25552, -1.15009], [2.01074, 4.27377, -1.76606], [0.40193, 0.04353, -1.27354], [0.88784, -0.61812, -2.35955], [3.28712, -0.06395, -1.59916], [2.37396, -0.94166, -2.17799], [2.93156, 0.83289, -1.08139], [4.65997, -0.32541, -1.69817], [0.36428, -1.58346, -2.51219], [2.80066, -2.17974, -2.65672], [5.39449, 0.40239, -1.33221], [5.09050, -1.52485, -2.28491], [4.16106, -2.46602, -2.73985], [2.03554, -2.87925, -2.99581], [6.15926, -1.72803, -2.39375], [4.48507, -3.41873, -3.17612], [-6.18790, 1.19659, -0.06433], [-5.33337, 1.44071, -1.96858], [-5.72901, 2.72757, 0.91516], [-5.60283, -0.49104, 0.44696], [-8.09259, 1.18671, -0.11397], [-4.65642, 2.93477, 0.80662], [-5.95832, 2.58183, 1.98015], [-6.29591, 3.60699, 0.56904], [-8.53653, 2.16104, -0.36568], [-8.46265, 0.91295, 0.88722], [-8.49138, 0.44620, -0.82018], [-4.50258, -0.49349, 0.39928], [-5.98502, -1.25333, -0.24667], [-5.92217, -0.75908, 1.46075], [-1.30377, -2.32813, 6.94369], [-1.75664, -1.23444, 6.26002], [-2.41107, -0.36426, 6.83077], [-1.43475, -1.16890, 4.77920], [-0.71129, -2.13811, 4.06800], [-0.51942, -1.98964, 2.69612], [-1.05220, -0.97300, 1.98001], [-1.64129, 0.03233, 2.68124], [-1.88476, -0.05063, 4.05292], [-1.45625, -2.36051, 7.95018], [-0.69887, -3.01679, 6.53861], [-0.26344, -3.01437, 4.52402], [0.06844, -2.70195, 2.13131], [-1.90674, 0.90968, 2.09269], [-2.41588, 0.77742, 4.52264]], "total_energy_ev": -128288.92895, "homo_lumo_gap_ev": [6.9, 6.8], "total_charge": -1, "largest_force_ev_per_a": 2.409, "multiplicity": 3, "e_above_lowest_ev": 0.000, "homo_energy_ev": [-4.89, -4.84]}